DFT (ωB97M-V/def2-TZVPD) results for a cluster of 2 separate species, CH3Cl2FN2OS2 in total.

- LUMO (eV) = -0.830

```
! RIJCOSX wB97M-V def2-TZVPD def2/J DEFGRID3
* xyz 0 1
C 2.28 -0.36 -2.39
N 2.79 0.06 -1.30
N -0.04 2.51 2.85
O -1.47 0.50 3.39
F 2.10 -0.22 -0.14
S -1.23 1.13 0.70
S -0.26 0.89 2.34
Cl -0.26 2.83 4.59
Cl 1.42 3.18 2.17
H 1.13 -0.68 -2.41
H -2.25 0.81 3.10
H 2.72 -0.18 -3.33
*
```

---

DFT (ωB97M-V/def2-TZVPD) results for an isolated molecule of C6H10O.

- LUMO (eV) = 1.086
- SMILES = C[C@H]1C[C@H]2OC[C@@H]12

```
! RIJCOSX wB97M-V def2-TZVPD def2/J DEFGRID3
* xyz 0 1
C -0.73 0.82 -1.49
C -0.50 -0.45 -0.70
C 0.97 -0.97 -0.61
C 0.93 -0.79 0.91
O 1.31 0.54 1.32
C -0.06 0.93 1.48
C -0.56 -0.37 0.86
H -1.74 1.22 -1.34
H -0.59 0.63 -2.56
H -0.01 1.60 -1.20
H -1.18 -1.24 -1.06
H 1.09 -2.01 -0.93
H 1.72 -0.34 -1.10
H 1.35 -1.56 1.56
H -0.30 1.87 0.96
H -0.32 1.03 2.54
H -1.37 -0.91 1.36
*
```

---

DFT (ωB97M-V/def2-TZVPD) results for an isolated molecule of C9H11NO.

- LUMO (eV) = 0.826
- SMILES = C=[N+]([O-])[C@@H](C)c1ccccc1

```
! RIJCOSX wB97M-V def2-TZVPD def2/J DEFGRID3
* xyz 0 1
C -1.94 -1.27 -1.38
N -2.15 -0.57 -0.33
O -2.96 -0.72 0.57
C -1.07 0.84 -0.18
C -1.59 1.60 1.00
C 0.30 0.28 -0.05
C 1.33 0.75 -0.85
C 2.61 0.25 -0.71
C 2.87 -0.74 0.22
C 1.85 -1.22 1.02
C 0.57 -0.71 0.90
H -2.54 -2.14 -1.57
H -1.17 -0.99 -2.07
H -1.22 1.36 -1.13
H -1.60 0.96 1.88
H -0.95 2.46 1.20
H -2.60 1.95 0.82
H 1.13 1.52 -1.58
H 3.41 0.62 -1.34
H 3.87 -1.14 0.32
H 2.05 -1.99 1.75
H -0.22 -1.09 1.52
*
```

---

DFT (ωB97M-V/def2-TZVPD) results for a cluster of 3 separate species, C10H28BrN2O2 in total.

- LUMO (eV) = -2.520

```
! RIJCOSX wB97M-V def2-TZVPD def2/J DEFGRID3
* xyz 1 1
Br 0.65 4.98 3.84
C -6.16 1.11 -0.26
N -4.88 1.99 -0.01
C -5.30 2.99 1.10
C -3.78 1.02 0.52
C -4.31 2.71 -1.29
C -5.30 3.51 -2.16
O -6.10 4.42 -1.46
H -5.77 0.38 -0.97
H -6.92 1.78 -0.65
H -6.35 0.60 0.68
H -5.42 2.33 1.95
H -6.23 3.49 0.84
H -4.52 3.74 1.28
H -4.04 0.67 1.52
H -2.85 1.59 0.62
H -3.64 0.16 -0.12
H -3.72 2.10 -1.97
H -3.61 3.41 -0.84
H -5.92 2.84 -2.75
H -4.71 3.98 -2.94
H -6.32 5.15 -2.04
C 5.72 -3.73 -1.36
N 5.11 -3.13 -0.04
C 3.73 -3.78 0.14
C 6.14 -3.38 1.07
C 5.00 -1.60 -0.22
C 4.85 -0.77 1.05
O 3.78 -1.07 1.92
H 6.78 -3.53 -1.47
H 5.04 -3.51 -2.19
H 5.61 -4.81 -1.27
H 3.78 -4.86 0.02
H 3.03 -3.42 -0.61
H 3.28 -3.62 1.12
H 5.70 -3.11 2.03
H 6.95 -2.67 0.92
H 6.52 -4.39 0.96
H 4.12 -1.38 -0.82
H 5.83 -1.29 -0.86
H 4.95 0.27 0.75
H 5.72 -0.93 1.69
H 3.56 -0.22 2.29
*
```

---

DFT (ωB97M-V/def2-TZVPD) results for an isolated molecule of C21H26N2O5S.

- LUMO (eV) = 0.503
- SMILES = COc1ccc(NC(=O)[C@@H]2CCCN(S(=O)(=O)c3ccc(C)cc3)C2)cc1OC

```
! RIJCOSX wB97M-V def2-TZVPD def2/J DEFGRID3
* xyz 0 1
C -1.85 6.14 2.50
O -2.28 4.86 2.09
C -1.44 4.01 1.43
C -2.09 2.95 0.80
C -1.40 1.98 0.11
C -0.01 2.07 0.01
N 0.66 1.06 -0.70
C 1.98 0.90 -0.90
O 2.85 1.66 -0.52
C 2.33 -0.37 -1.67
C 1.75 -0.38 -3.09
C 2.16 -1.67 -3.79
C 1.63 -2.89 -3.01
N 1.07 -2.54 -1.72
S -0.58 -2.38 -1.59
O -1.17 -3.27 -2.54
O -1.01 -1.00 -1.63
C -0.83 -2.99 0.07
C -0.64 -4.33 0.30
C -0.82 -4.83 1.58
C -1.17 -3.98 2.63
C -1.34 -4.53 4.01
C -1.36 -2.63 2.37
C -1.19 -2.13 1.09
C 1.86 -1.64 -0.92
C 0.65 3.12 0.62
C -0.04 4.10 1.34
O 0.60 5.14 1.97
C 1.99 5.25 1.83
H -1.12 6.09 3.31
H -1.42 6.70 1.67
H -2.75 6.65 2.85
H -3.16 2.90 0.89
H -1.92 1.17 -0.38
H 0.03 0.36 -1.09
H 3.42 -0.38 -1.75
H 0.67 -0.30 -3.06
H 2.14 0.48 -3.64
H 3.25 -1.72 -3.85
H 1.76 -1.68 -4.81
H 0.83 -3.39 -3.55
H 2.43 -3.62 -2.83
H -0.38 -4.97 -0.53
H -0.67 -5.88 1.77
H -1.92 -5.45 3.99
H -0.36 -4.76 4.44
H -1.83 -3.81 4.66
H -1.64 -1.96 3.17
H -1.35 -1.08 0.87
H 1.26 -1.38 -0.04
H 2.74 -2.20 -0.56
H 1.72 3.17 0.54
H 2.51 4.39 2.26
H 2.26 6.15 2.37
H 2.28 5.36 0.78
*
```

---

DFT (ωB97M-V/def2-TZVPD) results for the ion C4H9NP with charge +1.

- LUMO (eV) = -4.628
- SMILES = C=CC[C@@H]1[NH2+]P1

```
! RIJCOSX wB97M-V def2-TZVPD def2/J DEFGRID3
* xyz 1 1
C -1.87 -0.36 0.25
C -0.83 -0.94 0.86
C 0.51 -1.02 0.35
C 1.06 -0.03 -0.64
N 0.90 1.41 -0.08
P 0.62 1.08 -1.89
H -1.91 0.01 -0.74
H -2.76 -0.48 0.72
H -1.01 -1.09 1.88
H 1.32 -1.04 1.20
H 0.69 -1.97 -0.08
H 2.15 -0.24 -0.74
H 1.80 1.84 0.34
H 0.03 1.93 0.12
H -0.69 0.90 -1.53
*
```

---

Number 1: orbital gap 8.5928 eV. Number 2: orbital gap 10.5182 eV. Number 3: orbital gap 9.5101 eV. Number 4: orbital gap 4.2575 eV. Number 5: orbital gap 7.9530 eV. Number 6: orbital gap 9.2705 eV.